One molecule with the formula C4H8N4OS2 in a non-equilibrium geometry. Source: OMol25; level of theory: ωB97M-V with the def2-TZVPD basis set.

```
19
Properties=species:S:1:pos:R:3
C -1.33706 -2.33234 0.79767
C -1.34713 -1.57746 -0.28403
C 1.53840 0.34551 0.93182
C -1.00676 -0.06480 -0.40628
N 2.43622 0.62080 -1.28220
N 2.49963 -0.82336 -1.21223
N 2.06306 1.16310 -0.12303
N 2.50212 2.38061 0.22876
O 2.78805 -2.09952 0.94982
S -0.30138 0.66249 1.04856
S 1.76874 -1.43070 0.12039
H -1.52120 -3.36290 0.75848
H -0.90888 -1.94323 1.65941
H -1.63456 -2.16870 -1.14360
H 2.04275 0.53234 1.85069
H -1.95628 0.52792 -0.70961
H -0.24269 0.11101 -1.27364
H 1.84322 2.96239 0.70874
H 3.05230 2.99748 -0.30795
```

The calculation puts the LUMO energy (spin up / spin down) at -0.5 / -0.5 eV. The HOMO-LUMO gap (spin up / spin down) is 0.3055 / 0.3054 Ha. Its spin multiplicity is 1. The HOMO energy (spin up / spin down) comes out at -8.8 / -8.8 eV.

Formally, the natural (NBO) partial charges of the atoms, in units of the elementary charge, are as follows: atom 1 (C): -0.382, atom 2 (C): -0.198, atom 3 (C): -0.395, atom 4 (C): -0.631, atom 5 (N): 0.041, atom 6 (N): -0.600, atom 7 (N): -0.041, atom 8 (N): -0.639, atom 9 (O): -0.931, atom 10 (S): 0.222, atom 11 (S): 1.402, atom 12 (H): 0.204, atom 13 (H): 0.189, atom 14 (H): 0.209, atom 15 (H): 0.258, atom 16 (H): 0.266, atom 17 (H): 0.245, atom 18 (H): 0.376, atom 19 (H): 0.402


A 6-piece molecular cluster, C17H38Cl10O5SSi overall in a non-equilibrium geometry. Source: OMol25; level of theory: ωB97M-V with the def2-TZVPD basis set.

```
72
Properties=species:S:1:pos:R:3
C 4.42611 -1.02541 -0.69880
Si 2.73360 -0.45543 -0.06812
C 1.49493 -1.81783 -0.56284
C 2.72151 -0.37046 1.82711
O 2.15594 0.97038 -0.76818
C 3.14282 1.97894 -0.99165
C 2.63651 3.33002 -0.38628
O 1.61363 3.14641 0.57640
S 0.13057 3.29629 -0.10294
O -0.29779 4.66561 -0.03302
O -0.76096 2.54577 1.03881
C -1.02162 1.18795 0.62049
C -1.79241 1.07338 -0.70234
O -1.14212 0.22395 -1.63078
H 4.85769 -0.34824 -1.43660
H 4.34054 -2.03286 -1.10208
H 5.10686 -1.06925 0.15606
H 1.01265 -2.29583 0.29337
H 1.94556 -2.54900 -1.23186
H 0.69011 -1.32858 -1.12418
H 1.92246 -0.98768 2.22390
H 3.67700 -0.78916 2.15151
H 2.64241 0.65275 2.19483
H 3.20595 2.10844 -2.07575
H 4.13621 1.72956 -0.61161
H 2.37165 4.01818 -1.19249
H 3.47377 3.79552 0.13554
H -1.62945 0.75917 1.41632
H -0.10348 0.59602 0.59637
H -2.77553 0.62222 -0.49454
H -2.00601 2.04609 -1.15980
H -0.25958 0.57141 -1.83387
Cl 3.65604 -4.99512 -0.21900
C 3.93169 -4.91330 1.53920
C 2.65311 -5.06314 2.32402
Cl 1.57672 -3.65533 2.12766
H 4.42489 -3.96895 1.75919
H 4.61286 -5.72469 1.79139
H 2.88206 -5.14263 3.38587
H 2.10259 -5.95153 2.02431
Cl -1.79712 -4.03156 -1.47874
C -2.66623 -2.70327 -2.29773
C -2.92485 -3.00284 -3.75064
Cl -1.42702 -3.01284 -4.72209
H -2.08025 -1.79317 -2.17618
H -3.62107 -2.57556 -1.77287
H -3.56977 -2.23195 -4.17227
H -3.41148 -3.96742 -3.87878
Cl -5.18211 3.51400 -1.11607
C -4.56098 3.59457 -2.78518
C -4.99619 2.40724 -3.60584
Cl -4.21562 0.90464 -3.05567
H -3.47692 3.67059 -2.73718
H -4.95062 4.51047 -3.22681
H -4.71317 2.55281 -4.64738
H -6.07340 2.26516 -3.56024
Cl -4.24431 0.07926 0.77788
C -5.98313 -0.29709 0.64877
C -6.19752 -1.75911 0.35073
Cl -5.64128 -2.17098 -1.29298
H -6.41140 0.33963 -0.12233
H -6.44328 -0.03858 1.60155
H -7.25738 -2.00356 0.40332
H -5.66611 -2.39266 1.05671
Cl 5.72393 3.10878 3.11259
C 4.12828 3.37212 3.86477
C 3.98696 2.64260 5.17807
Cl 3.92483 0.87660 4.95496
H 3.36670 3.05976 3.15308
H 4.02729 4.44397 4.02776
H 3.05542 2.93690 5.65906
H 4.80830 2.86780 5.85408
```

The calculation puts the LUMO energy at 0.5 eV. The HOMO-LUMO gap is 0.3714 Ha. Its spin multiplicity is 1. The HOMO energy comes out at -9.6 eV.

Formally, the Löwdin partial charges of the atoms, in units of the elementary charge, are as follows: atom 1 (C): -0.148, atom 2 (Si): 0.473, atom 3 (C): -0.178, atom 4 (C): -0.176, atom 5 (O): -0.247, atom 6 (C): -0.209, atom 7 (C): -0.219, atom 8 (O): -0.321, atom 9 (S): 0.921, atom 10 (O): -0.363, atom 11 (O): -0.286, atom 12 (C): -0.206, atom 13 (C): -0.323, atom 14 (O): -0.104, atom 15 (H): 0.025, atom 16 (H): 0.009, atom 17 (H): 0.029, atom 18 (H): -0.053, atom 19 (H): 0.016, atom 20 (H): 0.008, atom 21 (H): -0.015, atom 22 (H): 0.019, atom 23 (H): 0.003, atom 24 (H): 0.122, atom 25 (H): 0.104, atom 26 (H): 0.112, atom 27 (H): 0.119, atom 28 (H): 0.100, atom 29 (H): 0.106, atom 30 (H): -0.045, atom 31 (H): 0.092, atom 32 (H): 0.080, atom 33 (Cl): 0.566, atom 34 (C): -0.648, atom 35 (C): -0.630, atom 36 (Cl): 0.638, atom 37 (H): 0.066, atom 38 (H): 0.072, atom 39 (H): 0.073, atom 40 (H): 0.069, atom 41 (Cl): 0.537, atom 42 (C): -0.703, atom 43 (C): -0.665, atom 44 (Cl): 0.531, atom 45 (H): 0.041, atom 46 (H): -0.066, atom 47 (H): 0.059, atom 48 (H): 0.067, atom 49 (Cl): 0.548, atom 50 (C): -0.653, atom 51 (C): -0.645, atom 52 (Cl): 0.602, atom 53 (H): 0.066, atom 54 (H): 0.073, atom 55 (H): 0.074, atom 56 (H): 0.068, atom 57 (Cl): 0.679, atom 58 (C): -0.610, atom 59 (C): -0.617, atom 60 (Cl): 0.633, atom 61 (H): 0.065, atom 62 (H): 0.077, atom 63 (H): 0.075, atom 64 (H): 0.074, atom 65 (Cl): 0.529, atom 66 (C): -0.660, atom 67 (C): -0.655, atom 68 (Cl): 0.559, atom 69 (H): 0.053, atom 70 (H): 0.074, atom 71 (H): 0.074, atom 72 (H): 0.067


One molecule with the formula C20H18F3N3O4S in a non-equilibrium geometry. Source: OMol25; level of theory: ωB97M-V with the def2-TZVPD basis set.

```
49
Properties=species:S:1:pos:R:3
O 2.08081 0.55925 -0.93677
O -3.04217 -4.78149 -1.35270
O -3.65434 -2.52802 -0.57868
F 0.80724 -2.35136 -7.41959
F 1.94052 -1.64794 -5.65421
F 1.60601 -0.28435 -7.30517
N 1.91473 2.85985 1.10862
O -0.20377 -0.86869 -6.00316
C 1.49327 0.58865 0.15870
C 1.36545 1.68337 1.10465
C -1.23109 -0.65813 -3.87230
C -0.57310 -2.84891 -4.67586
C -1.08080 -0.65363 2.48008
C -1.46353 -1.91209 1.89686
C 0.08967 -1.59230 0.07918
C -1.77173 -1.25084 -2.75283
C -1.15781 -3.44559 -3.55609
C -0.63842 -1.48878 -4.85637
C 0.54194 -0.38615 0.65599
C -0.07164 0.07268 1.80493
C -0.93178 -2.32934 0.68606
C -1.73905 -2.65370 -2.58631
N 0.47629 1.31678 2.14828
N -1.40131 -3.53183 0.10152
C 1.04752 -1.30895 -6.59442
C 0.64941 4.27307 4.45221
C 2.38256 2.52202 4.22300
C 1.59818 3.85704 2.17384
C 0.12730 2.15255 3.29411
C 1.20473 3.19328 3.52726
S -2.58484 -3.39580 -1.12030
H -1.20822 0.41720 -3.99971
H -0.08292 -3.47764 -5.40382
H -1.58564 -0.30605 3.38752
H -2.21497 -2.48812 2.42640
H 0.51032 -1.94695 -0.85777
H -2.24130 -0.60361 -2.02418
H -1.19709 -4.52984 -3.50148
H -1.79371 -4.23656 0.71787
H 1.36650 5.07269 4.52736
H -0.29550 4.66563 4.03983
H 0.50756 3.88023 5.47362
H 2.96876 1.92925 3.56962
H 3.06825 3.29575 4.61617
H 2.09571 1.87028 5.05687
H 0.78906 4.46243 1.79300
H 2.42738 4.55888 2.26583
H -0.81822 2.64193 3.07850
H -0.07626 1.63386 4.20381
```

The calculation puts the LUMO energy at -1.0 eV. The HOMO-LUMO gap is 0.2689 Ha. Its spin multiplicity is 1. The HOMO energy comes out at -8.4 eV.

Formally, the natural (NBO) partial charges of the atoms, in units of the elementary charge, are as follows: atom 1 (O): -0.478, atom 2 (O): -0.921, atom 3 (O): -0.924, atom 4 (F): -0.311, atom 5 (F): -0.304, atom 6 (F): -0.303, atom 7 (N): -0.363, atom 8 (O): -0.504, atom 9 (C): 0.491, atom 10 (C): 0.304, atom 11 (C): -0.228, atom 12 (C): -0.231, atom 13 (C): -0.298, atom 14 (C): -0.137, atom 15 (C): -0.119, atom 16 (C): -0.177, atom 17 (C): -0.165, atom 18 (C): 0.298, atom 19 (C): -0.233, atom 20 (C): 0.305, atom 21 (C): 0.057, atom 22 (C): -0.312, atom 23 (N): -0.441, atom 24 (N): -0.839, atom 25 (C): 1.173, atom 26 (C): -0.598, atom 27 (C): -0.611, atom 28 (C): -0.245, atom 29 (C): -0.205, atom 30 (C): -0.077, atom 31 (S): 2.208, atom 32 (H): 0.241, atom 33 (H): 0.230, atom 34 (H): 0.229, atom 35 (H): 0.223, atom 36 (H): 0.240, atom 37 (H): 0.250, atom 38 (H): 0.249, atom 39 (H): 0.415, atom 40 (H): 0.216, atom 41 (H): 0.209, atom 42 (H): 0.213, atom 43 (H): 0.220, atom 44 (H): 0.213, atom 45 (H): 0.210, atom 46 (H): 0.211, atom 47 (H): 0.216, atom 48 (H): 0.190, atom 49 (H): 0.211


no.,total energy (eV)
1,-33949.8500
2,-172420.9113
3,-52679.0526